The following is a quantum chemistry calculation of a 2-piece molecular cluster, C3H10N8O overall at a distorted geometry, from the OMol25 dataset.

For the highest occupied orbital energy, the calculation gives -8.727 eV. For the lowest unoccupied orbital energy, the calculation gives 0.030 Eh. As for the charge: 0. Its maximum force is 0.0405 Eh/bohr. Its structure (SMILES) is [H]/N=C(/N)N(C)N.Nc1nnon1.

```
22
C3H10N8O ωB97M-V/def2-TZVPD
H -1.6444 -0.8107 -0.2295
N -0.6364 -0.6662 -0.3331
C -0.0845 -0.5355 0.8032
N 1.2523 -0.1292 0.8807
N -0.6734 -0.7342 2.0626
C -2.1015 -0.9564 2.1047
N -0.1899 -0.0032 3.1557
H 1.8268 -0.6704 1.5345
H 1.6540 -0.1391 -0.0638
H -2.6902 -0.0805 1.7443
H -2.3679 -1.8523 1.5174
H -2.3920 -1.1447 3.1532
H 0.2331 0.9061 2.8283
H 0.6233 -0.4931 3.5687
N 0.5235 2.2444 -3.0593
C 0.8233 0.9533 -2.8401
N 2.1299 0.4986 -2.8946
N 2.0922 -0.7362 -2.6526
O 0.8061 -1.1048 -2.4352
N -0.0084 -0.0005 -2.5649
H -0.4265 2.5484 -3.0110
H 1.2505 2.9061 -3.2690
```

***

The following is a quantum chemistry calculation of one molecule with the formula C4H7N at a distorted geometry, from the OMol25 dataset.

For the highest occupied orbital energy, the calculation gives -11.559 eV. For the lowest unoccupied orbital energy, the calculation gives 0.032 Eh. As for the charge: 0. Its maximum force is 0.0872 Eh/bohr. Its structure (SMILES) is CCCC#N. For the energy relative to the best compared isomer or geometry (same formula, charge and spin), the calculation gives 24.3 kcal/mol.

```
12
C4H7N ωB97M-V/def2-TZVPD
C 0.8630 0.5101 1.1100
C -0.4806 -0.0060 0.6416
C -0.4177 0.1443 -0.8728
C -0.4094 -1.2687 -1.6541
N -0.5852 -2.3141 -2.1241
H 0.8244 0.7124 2.1524
H 1.0520 1.3916 0.5741
H 1.7209 -0.1261 0.9462
H -1.2667 0.6855 0.8253
H -0.6089 -1.0139 0.9124
H -1.3034 0.6764 -1.3189
H 0.6115 0.6085 -1.1921
```

***

The following is a quantum chemistry calculation of a 4-piece molecular cluster, C4H17NO3 overall at a distorted geometry, from the OMol25 dataset.

For the highest occupied orbital energy, the calculation gives -8.816 eV. For the lowest unoccupied orbital energy, the calculation gives 0.020 Eh. As for the charge: 0. Its maximum force is 0.1137 Eh/bohr. Its structure (SMILES) is CCNCC.O.O.O. For the energy relative to the best compared isomer or geometry (same formula, charge and spin), the calculation gives 63.2 kcal/mol.

```
25
C4H17NO3 ωB97M-V/def2-TZVPD
C 3.1133 0.1763 2.0826
C 2.6077 -0.3034 0.6524
N 1.2481 0.3994 0.5259
C 0.2447 -0.1552 1.4843
C 0.0943 -1.6505 1.4083
H 4.1362 0.0429 2.1730
H 2.9143 1.1457 2.2389
H 2.8184 -0.5401 2.7565
H 2.4552 -1.3733 0.5585
H 3.1768 0.0360 -0.1857
H 0.8646 0.2913 -0.3260
H 0.7856 0.0707 2.4228
H -0.7083 0.5203 1.4096
H 0.8594 -2.0562 2.0522
H 0.0398 -2.2827 0.3881
H -0.8011 -1.9849 1.9617
O -3.7712 -0.3834 -1.1793
H -3.0415 0.2280 -0.9786
H -3.9871 -0.8515 -0.4095
O -1.4709 1.5968 -0.7744
H -0.7309 2.1734 -0.6895
H -1.4493 1.5096 -1.7395
O -3.3564 1.3598 -4.9043
H -3.2334 0.3552 -5.1205
H -2.8083 1.6758 -5.8075
```

***

The following is a quantum chemistry calculation of C29H39BeCl4FLiMgN2O8P as an isolated structure at a distorted geometry, from the OMol25 dataset.

For the highest occupied orbital energy, the calculation gives -5.790 eV. For the lowest unoccupied orbital energy, the calculation gives -0.182 Eh. As for the charge: 0. Its maximum force is 0.1129 Eh/bohr.

```
87
C29H39BeCl4FLiMgN2O8P ωB97M-V/def2-TZVPD
C 8.9910 -1.3714 -0.3068
C 8.5899 -2.8246 -0.3690
O 9.0065 -3.7187 0.4194
N 7.6109 -3.2825 -1.3219
C 6.3761 -2.9190 -0.6459
C 5.0794 -3.0123 -1.5269
C 3.8645 -2.9126 -0.5247
C 2.4387 -2.7765 -1.2277
C 1.6096 -1.5576 -0.6306
C 2.4097 -0.2561 -1.0001
C 2.9324 0.6783 0.1266
C 3.4885 2.0751 -0.4204
C 3.8062 2.0761 -1.9588
C 4.7740 2.5587 0.3364
C 1.4732 -1.9173 0.8988
O 1.2715 -1.1127 1.8161
O 1.4744 -3.1746 1.1815
N 0.2242 -1.4554 -1.1323
C -0.5747 -0.3909 -0.5149
C -1.7019 -1.0024 0.3743
F -2.7239 -1.4568 -0.5238
P -0.1525 -1.7774 -2.7410
O 0.0161 -3.4341 -2.9988
Cl 1.3362 -0.9668 -4.1156
H 8.2881 -0.7919 0.5646
H 8.7196 -0.8947 -1.2774
H 10.0799 -1.2722 -0.0759
H 7.7276 -2.7589 -2.1918
H 6.4044 -1.8864 -0.2154
H 6.3480 -3.6598 0.2381
H 5.0524 -2.1218 -2.2152
H 5.0437 -3.9739 -2.0901
H 3.8318 -3.8477 0.0793
H 4.0621 -2.0665 0.1724
H 1.8660 -3.7299 -1.1518
H 2.6604 -2.6537 -2.3278
H 1.7671 0.3663 -1.6763
H 3.2823 -0.5289 -1.6411
H 2.0791 0.9604 0.7870
H 3.7576 0.1791 0.6808
H 2.7051 2.8613 -0.2576
H 4.4541 1.2204 -2.2649
H 2.8892 2.1528 -2.5954
H 4.3815 3.0152 -2.1712
H 4.7283 2.3378 1.4234
H 5.6834 2.1009 -0.1279
H 4.8614 3.6605 0.1476
H -0.9881 0.3107 -1.2882
H 0.0228 0.2673 0.1663
H -1.2664 -1.8890 0.8874
H -2.0915 -0.2905 1.1336
H -0.3817 -3.6527 -3.8588
Be 7.7244 -4.3517 0.6679
Cl 6.8699 -0.3178 1.0679
Li 4.0212 -1.4336 -3.1763
C -7.1168 -1.3991 -0.2551
C -5.7426 -1.3797 -0.0281
C -5.1976 -0.4561 0.8494
C -6.0228 0.4595 1.4945
C -7.3981 0.4564 1.2484
C -7.9432 -0.4843 0.3799
C -8.2795 1.4536 1.8874
O -9.4877 1.4189 1.6546
C -7.6829 2.4702 2.7798
C -8.4806 3.4668 3.3432
C -7.9199 4.4167 4.1966
C -6.5671 4.3723 4.4964
C -5.7609 3.3875 3.9326
C -6.3136 2.4403 3.0632
C -5.4327 1.4258 2.4397
O -4.2374 1.4020 2.6980
H -7.5425 -2.1276 -0.9344
H -5.0981 -2.0864 -0.5348
H -4.1338 -0.4494 1.0249
H -9.0101 -0.5008 0.1948
H -9.5358 3.5122 3.1166
H -8.5427 5.1902 4.6245
H -6.1357 5.1082 5.1633
H -4.6999 3.3602 4.1658
Cl -10.0820 2.8340 0.0304
O 3.4222 -0.8019 -7.3573
H 3.1413 -0.8627 -6.4394
H 2.6681 -0.4074 -7.8096
Mg -4.8896 4.5480 1.6840
O -7.5326 7.1317 2.8509
H -7.6669 6.8533 1.9398
Cl -10.9822 1.8679 3.4925
```

***

Q: Look up the lowest unoccupied orbital energy of the third one.
A: 0.020 Eh